w:
# C3H7N2

The ion C3H7N2 with charge +1 (ωB97M-V with the def2-TZVPD basis set, the OMol25 dataset).

Each line ends with the natural charge from an NBO analysis.
Positions of all 12 atoms, in Å:
N 1.00 -1.11 0.60  -0.848
N 0.78 1.11 -0.06  -0.693
C -0.09 -0.07 0.08  0.177
C -1.54 0.05 0.41  -0.159
C -1.23 -0.36 -0.84  -0.143
H 1.48 -1.39 -0.24  0.368
H 1.83 0.74 -0.03  0.479
H -1.56 -0.53 -1.87  0.276
H 0.66 1.62 -0.85  0.426
H 0.59 1.73 0.75  0.454
H -2.37 0.08 1.03  0.265
H 0.44 -1.88 1.01  0.398

The charge is +1. The value obtained for the orbital gap is 10.94 eV. As for the SMILES: NC1([NH3+])C=C1. The calculation puts the LUMO energy at -3.6470 eV.

x:
# C3H7N2

The ion C3H7N2 with charge +1 (ωB97M-V with the def2-TZVPD basis set, the OMol25 dataset).

Each line ends with the natural charge from an NBO analysis.
Positions of all 12 atoms, in Å:
N -0.22 1.50 0.12  -0.836
N 1.31 -0.26 0.66  -0.742
C -1.16 -1.44 -1.52  -0.084
C -0.71 -0.84 -0.59  -0.156
C -0.20 0.06 0.49  0.051
H -1.93 -1.88 -2.14  0.273
H -0.77 2.04 0.64  0.393
H 1.69 0.02 -0.29  0.466
H 1.81 0.51 1.24  0.476
H -0.83 -0.05 1.35  0.259
H 1.28 -1.33 1.01  0.489
H -0.27 1.67 -0.97  0.414

The charge is +1. The value obtained for the orbital gap is 10.76 eV. As for the SMILES: C#C[C@H](N)[NH3+]. The calculation puts the LUMO energy at -3.9024 eV.

It is x that is the most stable of them.

w:
# C3H7N2

A structure of composition C3H7N2 (ωB97M-V with the def2-TZVPD basis set, the OMol25 dataset).

Each line ends with the natural charge from an NBO analysis.
Positions of all 12 atoms, in Å:
N 1.97 0.14 0.60  -0.732
N 0.22 -1.15 -0.62  -0.511
C 0.94 -0.21 -0.14  0.518
C -0.40 0.23 -0.64  0.008
C -1.62 0.43 0.23  -0.659
H -0.41 0.77 -1.52  0.220
H 2.13 1.11 0.61  0.425
H -1.69 1.39 0.65  0.251
H -2.52 0.44 -0.32  0.253
H -1.66 -0.34 1.13  0.238
H 2.93 -0.38 0.91  0.472
H 0.12 -2.43 -0.89  0.520

The charge is +1. The value obtained for the orbital gap is 11.68 eV. The calculation puts the LUMO energy at -4.0460 eV.

x:
# C3H7N2

The ion C3H7N2 with charge +1 (ωB97M-V with the def2-TZVPD basis set, the OMol25 dataset).

Each line ends with the natural charge from an NBO analysis.
Positions of all 12 atoms, in Å:
N -0.19 -0.17 -0.90  -0.153
N 1.65 -1.13 -0.18  -0.665
C 0.49 0.12 1.59  -0.119
C 0.57 -0.37 0.18  0.354
C -1.37 0.60 -1.14  -0.505
H 0.02 1.08 1.65  0.213
H 1.99 -1.79 0.47  0.411
H 1.73 -1.53 -1.12  0.435
H -1.29 1.64 -0.94  0.240
H 0.69 -0.30 2.56  0.248
H -2.31 0.25 -0.66  0.285
H -1.44 0.45 -2.24  0.256

The charge is +1. The value obtained for the orbital gap (spin up / spin down) is 8.45 / 6.90 eV. The calculation puts the LUMO energy (spin up / spin down) at -6.9715 / -7.9712 eV.

It is w that is the most stable of them.